1.
Here is a molecular structure, C2H6NO2P at a distorted geometry from the OMol25 dataset. Energies are from ωB97M-V/def2-TZVPD.

Geometry as XYZ:
```
12
Properties=species:S:1:pos:R:3:mulliken_charge:R:1
C -0.834 -0.745 0.152 -0.751
C -0.420 0.396 -0.333 -0.161
N 0.382 1.199 0.408 -0.461
O 3.013 0.429 -0.814 -0.522
O 1.412 -1.258 0.103 -0.315
P 2.338 0.010 0.425 0.307
H -0.835 -0.997 1.193 0.242
H -1.121 -1.432 -0.510 0.344
H -0.342 0.455 -1.367 0.331
H 0.254 1.070 1.491 0.360
H 0.506 2.208 0.138 0.285
H 1.522 -1.510 -0.773 0.343
```

As for the HOMO energy: -8.7 eV. The calculation puts the energy above the lowest of the compared OMol25 structures with the same formula, charge and spin at 32.1 kcal per mole. The spin multiplicity is 1. The total energy is -626.3692 Eh. The value obtained for the LUMO energy is 0.8522 eV. The largest force on an atom comes out at 4.4 eV/A.

---

2.
Here is a molecular structure, C60H99HfN6O14 at a distorted geometry from the OMol25 dataset. Energies are from ωB97M-V/def2-TZVPD.

Geometry as XYZ:
```
180
Properties=species:S:1:pos:R:3:mulliken_charge:R:1
Hf 3.200 -3.664 -2.119 0.606
C -0.717 0.330 -7.732 -1.803
C -1.868 -0.709 -7.672 1.536
C -2.490 -0.550 -9.083 -1.357
C -3.473 -1.695 -9.355 -0.678
C -2.734 -3.021 -9.250 -1.053
C -2.134 -3.237 -7.853 1.355
N -1.355 -2.049 -7.407 0.388
O -0.687 -2.257 -6.094 -0.501
C -1.290 -4.521 -7.962 -1.573
C -3.375 -3.655 -7.036 -1.735
C -2.918 -0.217 -6.579 -1.440
H 0.033 0.132 -8.497 0.436
H -0.174 0.351 -6.787 0.427
H -1.095 1.345 -7.855 0.386
H -1.772 -0.524 -9.903 0.427
H -3.066 0.351 -9.290 0.435
H -3.922 -1.731 -10.347 0.421
H -4.376 -1.621 -8.748 0.332
H -1.886 -2.869 -9.917 0.292
H -3.464 -3.791 -9.499 0.464
H -0.913 -4.867 -6.999 0.357
H -0.521 -4.177 -8.653 0.460
H -1.789 -5.426 -8.309 0.331
H -3.938 -4.468 -7.493 0.399
H -4.096 -2.844 -6.929 0.343
H -3.171 -3.831 -5.980 0.386
H -3.552 -1.004 -6.170 0.294
H -3.627 0.397 -7.134 0.363
H -2.450 0.429 -5.837 0.368
C -1.155 1.080 2.563 -1.654
C -1.153 1.435 1.019 1.629
C -2.244 2.504 0.692 -1.398
C -1.880 3.955 1.249 -0.684
C -0.497 4.264 0.665 -1.238
C 0.679 3.265 0.845 1.651
N 0.150 1.890 0.402 0.317
O 1.184 0.882 0.322 -0.490
C 1.232 3.332 2.308 -1.628
C 1.715 3.713 -0.231 -1.792
C -1.697 0.213 0.373 -1.942
H -1.722 1.831 3.114 0.390
H -0.190 0.907 3.038 0.360
H -1.800 0.235 2.803 0.382
H -3.149 2.214 1.227 0.420
H -2.563 2.514 -0.350 0.479
H -1.823 3.906 2.336 0.278
H -2.536 4.761 0.917 0.394
H -0.223 5.172 1.203 0.460
H -0.609 4.546 -0.382 0.477
H 2.122 2.723 2.467 0.345
H 0.444 3.091 3.021 0.380
H 1.541 4.345 2.568 0.409
H 2.763 3.457 -0.077 0.373
H 1.771 4.798 -0.314 0.422
H 1.561 3.374 -1.256 0.414
H -1.707 0.267 -0.716 0.461
H -2.657 -0.143 0.745 0.431
H -1.011 -0.610 0.570 0.435
C 8.929 -0.384 1.610 -1.504
C 10.093 -1.372 1.275 1.349
C 11.104 -1.251 2.439 -1.037
C 12.162 -2.344 2.611 -0.710
C 11.389 -3.726 2.666 -1.195
C 10.550 -3.986 1.387 1.236
N 9.622 -2.803 1.154 0.505
O 8.452 -3.020 0.272 -0.423
C 9.687 -5.224 1.802 -1.695
C 11.412 -4.267 0.158 -1.597
C 10.941 -0.811 0.103 -1.669
H 9.267 0.652 1.559 0.395
H 8.475 -0.479 2.597 0.356
H 8.160 -0.286 0.844 0.401
H 10.613 -1.233 3.412 0.369
H 11.814 -0.450 2.233 0.395
H 12.879 -2.186 3.417 0.421
H 12.755 -2.358 1.696 0.273
H 10.609 -3.756 3.427 0.448
H 12.155 -4.477 2.863 0.438
H 9.218 -5.497 0.857 0.424
H 8.927 -5.058 2.566 0.411
H 10.164 -6.179 2.023 0.378
H 10.804 -4.484 -0.720 0.383
H 11.997 -5.158 0.385 0.425
H 12.184 -3.512 0.008 0.329
H 10.583 -1.244 -0.831 0.377
H 11.953 -1.216 0.092 0.368
H 11.147 0.258 0.054 0.407
C -8.203 4.938 5.273 -0.379
C -7.004 5.220 5.916 -0.421
C -6.675 4.539 7.079 -0.304
C -7.527 3.519 7.622 0.141
C -8.786 3.346 7.050 -0.356
C -9.070 4.009 5.836 -0.378
N -7.211 2.845 8.908 0.905
O -7.880 1.881 9.267 -0.554
O -6.233 3.273 9.554 -0.560
H -8.500 5.352 4.321 0.373
H -6.361 6.010 5.558 0.384
H -5.723 4.714 7.558 0.390
H -9.474 2.663 7.527 0.402
H -10.030 3.860 5.364 0.358
C -4.415 7.528 -5.340 -0.230
C -4.448 8.006 -4.058 -0.593
C -5.701 8.088 -3.488 -0.146
C -6.866 7.625 -4.069 0.085
C -6.768 6.885 -5.262 -0.351
C -5.489 6.931 -5.925 -0.412
N -8.217 7.821 -3.436 0.977
O -8.283 8.418 -2.443 -0.578
O -9.186 7.279 -3.971 -0.597
H -3.533 7.685 -5.943 0.341
H -3.523 8.459 -3.733 0.378
H -5.646 8.512 -2.496 0.373
H -7.651 6.596 -5.814 0.394
H -5.416 6.616 -6.955 0.361
C -9.635 -0.954 -1.073 -0.319
C -10.241 -0.602 0.084 -0.427
C -11.412 -1.269 0.511 -0.315
C -11.956 -2.227 -0.328 0.149
C -11.359 -2.550 -1.529 -0.200
C -10.229 -1.963 -1.939 -0.528
N -13.197 -2.922 -0.033 0.945
O -13.952 -2.557 0.822 -0.571
O -13.461 -3.963 -0.644 -0.576
H -8.640 -0.587 -1.276 0.344
H -9.743 0.062 0.775 0.351
H -11.853 -0.915 1.431 0.410
H -11.800 -3.275 -2.197 0.392
H -9.713 -2.404 -2.780 0.345
C 6.833 1.903 -5.321 -1.024
C 6.246 0.647 -5.951 0.747
O 5.834 -0.307 -5.213 -0.599
C 6.244 0.604 -7.491 -0.923
H 7.894 1.822 -5.559 0.287
H 6.721 1.954 -4.238 0.294
H 6.487 2.780 -5.867 0.330
H 7.228 0.155 -7.621 0.271
H 6.269 1.660 -7.760 0.295
H 5.462 0.004 -7.956 0.318
C 8.010 8.579 6.239 -1.035
C 7.775 8.749 7.701 0.777
O 8.327 8.017 8.575 -0.568
C 6.990 9.957 8.118 -1.044
H 8.667 9.355 5.843 0.302
H 7.161 8.561 5.556 0.333
H 8.662 7.710 6.158 0.309
H 7.448 10.917 8.358 0.298
H 6.554 9.789 9.102 0.321
H 6.125 10.062 7.462 0.308
C -3.366 -5.620 9.061 -1.053
C -2.912 -4.481 8.195 0.798
O -2.055 -4.506 7.339 -0.556
C -3.384 -3.109 8.614 -1.023
H -3.947 -6.373 8.528 0.307
H -3.974 -5.407 9.940 0.309
H -2.519 -6.235 9.365 0.316
H -3.377 -3.064 9.703 0.294
H -4.438 -3.036 8.349 0.300
H -2.984 -2.214 8.138 0.308
C -2.479 -7.352 0.196 -1.002
C -1.970 -7.462 -1.230 0.765
O -0.923 -6.855 -1.552 -0.576
C -2.636 -8.535 -2.198 -1.016
H -2.504 -8.317 0.702 0.315
H -3.486 -6.934 0.196 0.300
H -1.750 -6.748 0.737 0.288
H -3.289 -9.212 -1.647 0.310
H -1.911 -8.978 -2.881 0.323
H -3.373 -8.116 -2.882 0.290
C 4.030 -4.367 4.970 -1.011
C 3.505 -5.480 4.047 0.846
O 3.198 -5.268 2.854 -0.591
C 3.294 -6.773 4.699 -1.105
H 4.857 -4.725 5.583 0.330
H 3.343 -3.839 5.631 0.301
H 4.440 -3.645 4.263 0.289
H 2.622 -6.657 5.550 0.304
H 4.197 -7.174 5.159 0.323
H 2.891 -7.605 4.121 0.313
```

As for the HOMO energy: -7.3 eV. The calculation puts the energy above the lowest of the compared OMol25 structures with the same formula, charge and spin at 66.2 kcal per mole. The spin multiplicity is 1. The total energy is -3774.0608 Eh. The charge is +1. The value obtained for the LUMO energy is -5.7178 eV. The largest force on an atom comes out at 7.2 eV/A.

---

3.
Here is a molecular structure, C23H19N8O4PtSSe at a distorted geometry from the OMol25 dataset. Energies are from ωB97M-V/def2-TZVPD.

Geometry as XYZ:
```
57
Properties=species:S:1:pos:R:3:lowdin_spin:R:1
Pt -0.385 -1.473 0.684 1.334
N 5.444 1.345 -3.590 0.000
C 4.965 0.886 -2.355 0.000
C 5.565 -0.207 -1.729 0.000
C 5.073 -0.677 -0.524 0.000
C 3.994 -0.039 0.072 0.001
C 3.419 1.080 -0.517 0.000
C 3.912 1.545 -1.721 0.000
S 3.208 -0.750 1.482 0.008
O 4.151 -1.640 2.108 0.012
O 2.654 0.325 2.265 0.000
N 1.911 -1.567 0.934 0.086
C 1.992 -2.617 0.102 0.005
N 3.121 -3.127 -0.425 0.004
C 2.982 -4.163 -1.237 -0.002
C 1.762 -4.741 -1.559 0.003
C 0.646 -4.149 -0.994 0.006
N 0.752 -3.116 -0.185 0.057
H 5.887 0.640 -4.153 0.000
H 4.777 1.887 -4.114 0.000
H 6.406 -0.702 -2.206 0.000
H 5.508 -1.539 -0.036 0.000
H 2.570 1.552 -0.044 0.000
H 3.457 2.407 -2.197 0.000
H 3.907 -4.549 -1.661 0.000
H 1.680 -5.593 -2.218 0.001
H -0.359 -4.507 -1.185 0.001
Se -0.606 -3.181 3.015 0.204
C -1.861 -2.870 1.741 0.009
N -2.731 -2.692 0.971 0.083
O 0.447 0.991 -1.019 0.001
C -0.242 0.294 -1.763 0.003
O -0.850 -0.803 -1.504 0.112
H -0.383 0.636 -2.810 0.006
C -1.598 0.853 3.952 0.001
C -0.779 0.474 2.911 0.008
N -1.269 0.214 1.686 0.044
C -2.564 0.413 1.456 0.008
C -3.454 0.823 2.440 0.001
C -2.956 0.997 3.720 0.002
C -4.890 0.963 2.140 0.000
C -5.474 1.585 1.116 0.000
C -4.862 2.436 0.077 0.000
C -5.629 2.861 -1.003 0.000
C -5.024 3.681 -1.935 0.000
N -3.756 4.072 -1.835 0.000
C -3.107 3.613 -0.765 0.000
N -3.591 2.831 0.191 0.000
H -1.178 1.014 4.935 0.000
H 0.295 0.370 3.016 0.001
H -2.905 0.208 0.449 0.001
H -3.630 1.257 4.529 0.000
H -5.550 0.451 2.835 0.000
H -6.552 1.491 1.033 0.000
H -6.661 2.555 -1.113 0.000
H -5.571 4.042 -2.799 0.000
H -2.069 3.908 -0.662 0.000
```

As for the HOMO energy (spin up / spin down): -4.2 / -5.2 eV. The calculation puts the energy above the lowest of the compared OMol25 structures with the same formula, charge and spin at 10.6 kcal per mole. The spin multiplicity is 3. The total energy is -4545.8560 Eh. The charge is -1. The value obtained for the LUMO energy (spin up / spin down) is 1.8065 / 1.8007 eV. The largest force on an atom comes out at 1.1 eV/A.